#a
The following is a quantum chemistry calculation of a cluster of 2 separate species, C3H2Cl2O2 in total, from OMol25.

The value obtained for the frontier orbital gap is 8.44 eV.

Geometry as ORCA input:
```
! RIJCOSX wB97M-V def2-TZVPD def2/J DEFGRID3
* xyz 0 1
C -1.42797 -0.11667 1.00136
C 0.15445 0.96437 -0.12585
C 0.79805 -0.20227 -0.74320
O -2.03370 -1.05518 0.58052
O 0.29310 2.13309 0.02455
Cl 2.35261 0.14122 -1.71818
Cl 1.25628 -1.35183 0.54342
H -1.66135 0.33430 1.94560
H 0.26853 -0.84703 -1.50822
*
```

#b
The following is a quantum chemistry calculation of a cluster of 2 separate species, C3H2Cl2O2 in total, from OMol25.

As for the SMILES: C=C(Cl)Cl.O=C=O. The value obtained for the frontier orbital gap is 10.59 eV.

Geometry as ORCA input:
```
! RIJCOSX wB97M-V def2-TZVPD def2/J DEFGRID3
* xyz 0 1
C 0.25687 0.53157 0.29825
C 1.50869 0.37435 0.53927
Cl 2.61323 0.23792 -0.88194
Cl 2.36812 0.41919 1.98169
H 0.09371 0.58342 -0.77877
H -0.51815 0.52440 0.96572
O -2.16517 -0.56659 -1.80808
C -2.09655 -0.88007 -0.70513
O -2.06075 -1.22419 0.38900
*
```

Most stable structure: #b

#a
The following is a quantum chemistry calculation of a cluster of 2 separate species, C4H12N2O3 in total, from OMol25.

As for the SMILES: NCNC(=O)CCO.O. The value obtained for the frontier orbital gap is 9.12 eV.

Geometry as ORCA input:
```
! RIJCOSX wB97M-V def2-TZVPD def2/J DEFGRID3
* xyz 0 1
N 2.42917 0.69910 -1.62655
C 1.03244 0.33477 -1.73117
N 0.34350 -0.06662 -0.51912
C -0.80575 -0.66306 -0.76553
O -1.22511 -1.14639 -1.81553
C -1.91480 -0.45120 0.30214
C -1.67169 -0.55088 1.77104
O -1.77304 0.74821 2.25052
H 2.72674 1.09409 -0.78832
H 2.93172 0.08284 -2.00188
H 0.48176 1.33344 -1.88733
H 0.85197 -0.57699 -2.50513
H 0.67522 0.23327 0.44423
H -2.41818 0.54156 0.07560
H -2.71443 -1.24114 0.06567
H -0.57798 -0.92435 2.14417
H -2.27056 -1.21617 2.37213
H -1.32277 0.95990 3.04054
O 2.63400 0.56118 1.23599
H 2.11895 1.39793 1.31055
H 3.18087 0.56656 1.92272
*
```

#b
The following is a quantum chemistry calculation of a structure of composition C4H12N2O3, from OMol25.

The value obtained for the frontier orbital gap is 9.10 eV.

Geometry as ORCA input:
```
! RIJCOSX wB97M-V def2-TZVPD def2/J DEFGRID3
* xyz 0 1
C -1.14803 0.42325 -0.27957
C -2.12666 0.28859 0.88261
C 0.64138 0.45307 0.52790
N -1.27296 1.67814 -1.01502
O 0.52052 0.16837 1.85932
O 1.37755 1.35058 0.17359
H 0.92220 0.90893 2.34326
H -1.47974 -0.32905 -1.01639
H -0.47963 2.30779 -0.92789
H -2.04640 2.26884 -0.71107
H -3.16895 0.35096 0.54583
H -1.97280 1.09091 1.61278
H -2.00539 -0.67379 1.38709
C 1.86881 -1.06974 -1.47621
N 1.06528 -1.20766 -0.25829
O 1.83662 -1.99525 0.68979
H 1.31949 -1.91715 1.50907
H -0.02387 -1.04238 -0.48155
H 2.93296 -0.98847 -1.25771
H 1.55989 -0.14876 -1.97449
H 1.67973 -1.91717 -2.13306
*
```

Most stable structure: #a